No. 1
ORCA calculation (ωB97M-V with the def2-TZVPD basis set) on a cluster of 5 separate species, C5H20NO6 in total in a non-equilibrium geometry.

Last column: natural (NBO) charge in e.
Positions of all 32 atoms, in Å:
C -1.361 -1.141 2.085  -0.5803
C -0.729 -0.971 0.744  -0.1055
C -0.600 -2.245 -0.079  0.1090
C 0.418 -3.289 0.507  -0.6361
O -1.972 -2.835 -0.095  -0.7768
N -1.519 -0.027 -0.050  -0.7006
C -0.738 0.629 -1.154  0.1262
O -0.149 1.772 -0.693  -0.9208
H -0.669 -1.984 2.628  0.1935
H -1.338 -0.263 2.583  0.2030
H -2.383 -1.582 2.060  0.2106
H 0.196 -0.664 0.883  0.1948
H -0.383 -2.229 -1.155  0.1844
H 0.351 -3.465 1.542  0.2020
H 0.199 -4.241 0.126  0.2097
H 1.338 -3.075 0.060  0.2115
H -2.507 -1.983 -0.098  0.4787
H -1.966 0.715 0.551  0.3875
H -1.448 1.137 -2.105  0.1178
H 0.022 0.046 -1.623  0.1557
H 4.151 -0.915 -0.287  0.4629
H 2.986 0.201 -0.409  0.5157
O 3.798 -0.174 -0.777  -0.9948
H -1.108 2.748 0.268  0.5083
H -1.361 2.798 1.792  0.4496
O -1.715 3.120 0.963  -1.0049
H 0.923 1.382 0.166  0.4926
H 1.938 2.173 0.936  0.4578
O 1.815 1.182 0.851  -1.0864
H 0.800 2.519 -1.687  0.5020
H 2.250 2.130 -2.132  0.4540
O 1.561 2.791 -2.294  -1.0212

Summary:
* largest force on an atom: 0.11596 Eh/bohr
* charge: -1
* orbital gap: 8.6 eV

No. 2
ORCA calculation (ωB97M-V with the def2-TZVPD basis set) on a cluster of 6 separate species, C5H20NO6S in total in a non-equilibrium geometry.

Last column: Mulliken spin population.
Positions of all 33 atoms, in Å:
O -0.992 -1.422 -0.556  0.0000
C -0.470 -1.240 -1.642  0.0017
N 0.117 -0.025 -1.938  0.0047
C 0.505 0.948 -0.914  -0.0060
C 0.016 2.279 -1.587  -0.0121
S -0.023 3.735 -0.545  0.9838
C 1.997 1.002 -0.641  0.0092
C -0.755 -2.076 -2.856  -0.0005
H 0.583 0.080 -2.821  0.0017
H -0.047 0.804 0.007  0.0011
H -1.064 2.188 -1.759  0.0400
H 0.573 2.296 -2.523  -0.0151
H 2.265 1.056 0.400  -0.0029
H 2.526 1.873 -1.066  -0.0058
H 2.519 0.199 -1.155  0.0002
H -1.745 -1.831 -3.239  0.0000
H -0.054 -1.963 -3.677  0.0000
H -0.835 -3.107 -2.513  0.0000
H 1.189 2.015 2.090  0.0020
H -0.061 1.379 2.338  0.0015
O 0.858 1.285 2.641  -0.0003
H -0.801 -3.457 1.059  0.0000
H -0.498 -3.145 2.315  0.0000
O -0.198 -3.852 1.718  0.0000
H -1.781 1.660 0.967  -0.0026
H -1.614 2.950 1.631  -0.0014
O -2.242 2.215 1.616  0.0013
H 0.879 -1.592 0.603  0.0000
H 1.365 -0.619 1.645  -0.0003
O 1.694 -1.200 0.941  0.0001
H -2.017 -1.061 3.042  0.0001
H -0.757 -0.599 3.646  0.0000
O -1.134 -0.773 2.772  -0.0001

Summary:
* largest force on an atom: 0.04846 Eh/bohr
* orbital gap (alpha / beta): 10.2 / 7.0 eV
* spin multiplicity: 2

No. 3
ORCA calculation (ωB97M-V with the def2-TZVPD basis set) on a structure of composition C5H20O5 in a non-equilibrium geometry.

Last column: natural (NBO) charge in e.
Positions of all 30 atoms, in Å:
C -0.968 0.501 0.043  -0.3132
O 0.414 0.256 -0.317  -0.7347
H -1.244 1.553 0.114  0.1794
H -1.632 0.096 -0.720  0.1998
H -1.253 -0.033 0.950  0.2064
H 0.545 0.922 -0.996  0.4732
C -0.386 2.343 -2.345  -0.2907
O -0.161 0.974 -2.208  -0.6944
H 0.261 2.973 -1.735  0.1850
H -0.301 2.638 -3.391  0.1932
H -1.407 2.622 -2.086  0.2022
H 0.793 0.945 -2.311  0.4969
C -0.707 -1.495 -1.933  -0.2600
O -1.733 -0.632 -2.502  -0.7413
H 0.266 -1.005 -1.926  0.1720
H -0.882 -1.770 -0.893  0.1570
H -0.674 -2.399 -2.542  0.1881
H -1.456 0.259 -2.279  0.4659
C 1.401 -2.346 1.372  -0.2658
O 1.654 -1.467 0.266  -0.7775
H 0.457 -2.862 1.198  0.1593
H 2.075 -3.201 1.325  0.1721
H 1.575 -1.857 2.330  0.1576
H 0.927 -0.860 0.107  0.4712
C 0.547 0.477 3.104  -0.2577
O 0.019 1.546 3.909  -0.7272
H 1.630 0.376 3.163  0.1670
H 0.054 -0.416 3.490  0.1657
H 0.358 0.729 2.060  0.1905
H -0.172 1.133 4.755  0.4599

Summary:
* largest force on an atom: 0.10689 Eh/bohr
* orbital gap: 9.5 eV

No. 4
ORCA calculation (ωB97M-V with the def2-TZVPD basis set) on a cluster of 5 separate species, C5H20O5 in total in a non-equilibrium geometry.

Last column: natural (NBO) charge in e.
Positions of all 30 atoms, in Å:
C -0.043 -3.763 0.937  -0.2454
O -0.158 -3.241 -0.375  -0.7492
H -0.949 -3.699 1.540  0.1593
H 0.204 -4.819 0.816  0.1747
H 0.819 -3.324 1.446  0.1545
H -0.315 -2.282 -0.296  0.4860
C 0.041 3.946 -1.155  -0.2470
O 0.149 5.003 -2.115  -0.7263
H 0.648 3.097 -1.448  0.1799
H 0.326 4.364 -0.184  0.1656
H -1.011 3.681 -1.004  0.1633
H 0.047 5.830 -1.644  0.4649
C 3.092 -0.114 -2.162  -0.2529
O 2.675 -0.214 -0.798  -0.7565
H 2.500 -0.873 -2.681  0.1785
H 2.951 0.910 -2.500  0.1892
H 4.149 -0.330 -2.342  0.1754
H 3.129 -0.904 -0.310  0.4853
C -2.051 -0.220 2.951  -0.2501
O -3.327 -0.871 2.892  -0.7311
H -2.165 0.669 3.580  0.1656
H -1.374 -0.899 3.481  0.1620
H -1.624 -0.011 1.973  0.1872
H -3.260 -1.655 3.434  0.4653
C -1.082 0.059 -0.720  -0.2702
O -0.019 -0.465 0.079  -0.7667
H -1.314 -0.752 -1.423  0.1655
H -2.043 0.261 -0.252  0.1923
H -0.811 0.921 -1.330  0.1722
H 0.817 -0.306 -0.391  0.5083

Summary:
* largest force on an atom: 0.03750 Eh/bohr
* orbital gap: 10.4 eV
* SMILES: CO.CO.CO.CO.CO

No. 5
ORCA calculation (ωB97M-V with the def2-TZVPD basis set) on a cluster of 5 separate species, C5H20O5 in total in a non-equilibrium geometry.

Last column: natural (NBO) charge in e.
Positions of all 30 atoms, in Å:
C -14.115 -28.202 18.794  -0.2487
O -14.409 -27.931 20.153  -0.7499
H -14.458 -29.199 18.525  0.1871
H -13.138 -28.177 18.494  0.1643
H -14.555 -27.369 18.283  0.1597
H -14.260 -27.037 20.361  0.4926
C -17.048 -26.705 21.089  -0.2393
O -17.272 -27.661 20.101  -0.7321
H -16.515 -26.983 21.894  0.1582
H -18.053 -26.411 21.298  0.1685
H -16.539 -25.864 20.702  0.1557
H -16.380 -27.857 19.797  0.4744
C -14.880 -24.389 19.324  -0.2559
O -14.014 -25.113 20.114  -0.7307
H -15.349 -25.169 18.718  0.1855
H -14.365 -23.773 18.605  0.1646
H -15.625 -23.804 19.785  0.1817
H -13.585 -24.536 20.796  0.4638
C -15.947 -23.921 23.554  -0.2370
O -15.853 -23.996 22.184  -0.7142
H -15.329 -24.735 23.971  0.1565
H -16.988 -23.982 23.820  0.1906
H -15.440 -23.023 23.851  0.1598
H -15.005 -23.702 21.920  0.4466
C -18.419 -24.821 18.645  -0.2560
O -19.139 -23.898 17.812  -0.7203
H -18.965 -25.451 19.360  0.1776
H -17.693 -24.269 19.284  0.1524
H -17.872 -25.415 17.874  0.1877
H -19.503 -23.246 18.386  0.4568

Summary:
* largest force on an atom: 0.07459 Eh/bohr
* orbital gap: 9.7 eV
* SMILES: CO.CO.CO.CO.CO

No. 6
ORCA calculation (ωB97M-V with the def2-TZVPD basis set) on a cluster of 6 separate species, C5H20O5 in total in a non-equilibrium geometry.

Last column: natural (NBO) charge in e.
Positions of all 30 atoms, in Å:
C -1.891 0.603 0.330  -0.6322
C -1.073 -0.307 1.213  0.0234
C 0.198 0.018 1.446  -0.1995
C 1.153 -0.698 2.366  -0.6458
C -1.788 -1.529 1.715  -0.6536
H -1.272 1.243 -0.286  0.2062
H -2.561 1.261 0.896  0.2080
H -2.552 0.040 -0.322  0.2090
H 0.570 0.977 1.091  0.1729
H 0.700 -1.528 2.903  0.2149
H 2.003 -1.080 1.805  0.2137
H 1.491 -0.018 3.149  0.2106
H -1.087 -2.169 2.252  0.2177
H -2.176 -2.102 0.882  0.2318
H -2.553 -1.275 2.447  0.2131
H 3.072 1.015 0.217  0.4716
H 2.101 1.340 -0.916  0.4781
O 3.025 1.428 -0.655  -0.9506
H 0.053 3.026 -1.206  0.4640
H 1.508 3.282 -0.822  0.4815
O 0.914 3.252 -1.583  -0.9425
H -1.431 2.067 -2.822  0.4844
H -1.683 0.544 -3.327  0.4872
O -1.265 1.127 -2.685  -0.9687
H 1.298 -0.283 -2.188  0.4774
H 2.584 -1.013 -1.675  0.4863
O 1.617 -1.026 -1.667  -0.9600
H -0.545 -3.234 -1.397  0.4612
H -0.192 -1.999 -0.627  0.4815
O -0.218 -2.961 -0.533  -0.9416

Summary:
* largest force on an atom: 0.02175 Eh/bohr
* orbital gap: 9.2 eV
* SMILES: CC=C(C)C.O.O.O.O.O

The calculation returns the following ΔE to the lowest compared entry with this formula, charge and spin values, one per record and in order: 195.8 0.0 590.0 208.0 286.8 0.0 kJ/mol.
The calculation returns the following M values, one per record and in order: 190.2 222.3 160.2 160.2 160.2 160.2 g mol⁻¹.